(1)
This record from the Open Molecules 2025 dataset describes a molecular structure, C32H28Cl5N4O6Ti at a distorted geometry. The level of theory is ωB97M-V/def2-TZVPD.

Structure (ORCA input):
```
! RIJCOSX wB97M-V def2-TZVPD def2/J DEFGRID3
* xyz 0 2
Ti -0.145 0.258 0.436
C -1.307 -4.832 5.169
C -1.040 -3.584 4.368
C -0.162 -2.616 4.828
C 0.047 -1.393 4.154
C 0.894 -0.346 4.565
N 1.878 -0.327 5.504
C 2.754 -1.419 5.894
C 3.853 -1.783 4.868
C 4.638 -0.587 4.310
N 3.809 0.221 3.425
C 3.047 -0.238 2.449
C 3.265 -1.291 1.540
C 4.517 -1.859 1.217
C 4.705 -2.550 0.044
C 6.060 -3.073 -0.358
C 3.625 -2.686 -0.844
C 2.367 -2.195 -0.555
C 1.280 -2.258 -1.526
N 0.182 -1.630 -1.423
C -0.788 -1.790 -2.487
C -2.134 -2.247 -1.933
C -2.721 -1.244 -0.940
N -1.898 -1.138 0.269
C -2.164 -2.015 1.168
C -1.512 -2.179 2.438
C -1.694 -3.362 3.165
C -0.710 -1.133 2.947
O -0.643 0.010 2.354
C 2.148 -1.560 0.688
O 0.971 -1.225 1.067
H -0.608 -4.922 6.000
H -1.228 -5.729 4.553
H -2.317 -4.804 5.584
H 0.325 -2.780 5.781
H 0.661 0.623 4.138
H 2.263 0.584 5.670
H 2.167 -2.314 6.075
H 3.217 -1.136 6.840
H 3.404 -2.317 4.028
H 4.549 -2.466 5.359
H 5.526 -0.949 3.788
H 4.983 0.054 5.121
H 3.651 1.187 3.668
H 2.174 0.368 2.251
H 5.369 -1.674 1.859
H 6.800 -2.922 0.426
H 6.401 -2.550 -1.253
H 6.019 -4.138 -0.592
H 3.793 -3.178 -1.797
H 1.477 -2.886 -2.405
H -0.439 -2.504 -3.245
H -0.921 -0.822 -2.973
H -2.016 -3.217 -1.441
H -2.833 -2.368 -2.763
H -3.734 -1.555 -0.670
H -2.787 -0.272 -1.418
H -2.960 -2.739 0.966
H -2.352 -4.128 2.765
Cl -2.866 1.554 1.215
C -2.403 2.093 -0.361
C -1.272 1.500 -0.939
C -0.949 2.001 -2.210
Cl 0.378 1.349 -3.115
C -1.690 3.002 -2.848
Cl -1.227 3.575 -4.401
C -2.816 3.531 -2.230
Cl -3.756 4.731 -3.019
C -3.180 3.068 -0.971
Cl -4.579 3.697 -0.194
O 3.425 1.672 -0.159
C 2.251 1.536 0.066
O 1.434 0.682 -0.483
C 1.484 2.316 1.181
O 2.030 3.036 1.982
O 0.230 1.968 1.168
*
```

Its expectation value of S² is 0.785. The calculation puts the relative energy (zero: lowest compared OMol25 entry of this formula, charge and spin) at 21.9 kcal/mol. Its energy is -5057.20924 a.u. The lowest unoccupied orbital energy (alpha / beta) comes out at -1.28 / -1.26 eV.


(2)
This record from the Open Molecules 2025 dataset describes a molecular structure, C32H28ClN3O5RuS4Sb. The level of theory is ωB97M-V/def2-TZVPD.

Structure (ORCA input):
```
! RIJCOSX wB97M-V def2-TZVPD def2/J DEFGRID3
* xyz 1 5
Ru 0.565 0.609 0.249
O 1.368 2.370 2.270
Cl 0.446 3.319 1.647
O -0.254 4.103 2.641
O -0.643 2.385 1.030
O 0.387 2.124 -1.514
S -2.148 -2.833 1.017
C -1.159 -1.615 0.703
S -1.293 -0.388 -0.549
S 0.325 -1.163 1.550
S -0.900 2.540 -2.183
Sb -2.403 3.632 -0.566
C -3.751 4.137 -2.102
C -3.287 4.877 -3.188
C -4.168 5.220 -4.203
C -5.499 4.833 -4.127
C -5.960 4.103 -3.039
C -5.086 3.749 -2.021
C -1.484 5.410 0.076
C -2.205 6.269 0.894
C -1.624 7.466 1.285
C -0.348 7.794 0.851
C 0.357 6.936 0.018
C -0.212 5.735 -0.379
C -3.470 2.493 0.850
C -3.475 2.899 2.175
C -4.166 2.127 3.096
C -4.814 0.967 2.693
C -4.782 0.565 1.364
C -4.108 1.336 0.427
H -2.254 5.201 -3.243
H -3.816 5.793 -5.050
H -6.184 5.108 -4.918
H -6.999 3.809 -2.980
H -5.446 3.181 -1.172
H -3.201 6.014 1.236
H -2.170 8.139 1.931
H 0.102 8.727 1.164
H 1.349 7.198 -0.323
H 0.343 5.059 -1.017
H -2.915 3.767 2.499
H -4.178 2.425 4.136
H -5.340 0.364 3.421
H -5.271 -0.348 1.054
H -4.073 1.020 -0.609
C 6.346 -4.022 -1.891
C 6.640 -2.546 -1.885
C 5.861 -1.649 -2.607
C 6.141 -0.289 -2.613
C 7.199 0.206 -1.864
N 7.501 1.595 -1.820
C 6.646 2.645 -2.021
O 7.004 3.712 -2.468
N 5.304 2.442 -1.689
C 4.753 1.662 -0.672
C 5.482 1.126 0.386
C 4.829 0.360 1.331
C 3.468 0.156 1.230
N 2.759 0.689 0.230
C 3.387 1.417 -0.698
C 7.991 -0.679 -1.143
C 7.717 -2.036 -1.165
H 5.448 -4.244 -2.464
H 6.203 -4.397 -0.877
H 7.174 -4.580 -2.331
H 5.030 -2.019 -3.195
H 5.540 0.385 -3.209
H 8.466 1.862 -1.954
H 4.736 3.202 -2.033
H 6.542 1.313 0.469
H 5.372 -0.072 2.160
H 2.930 -0.434 1.958
H 2.780 1.815 -1.503
H 8.822 -0.298 -0.562
H 8.349 -2.713 -0.604
*
```

Its expectation value of S² is 6.038. The calculation puts the relative energy (zero: lowest compared OMol25 entry of this formula, charge and spin) at 0.0 kcal/mol. Its energy is -4164.28845 a.u. The lowest unoccupied orbital energy (alpha / beta) comes out at -3.38 / -5.74 eV.


(3)
This record from the Open Molecules 2025 dataset describes a molecular structure, C32H28MnN2O4P2. The level of theory is ωB97M-V/def2-TZVPD.

Structure (ORCA input):
```
! RIJCOSX wB97M-V def2-TZVPD def2/J DEFGRID3
* xyz 2 6
Mn -0.126 -0.232 0.257
O 3.781 1.626 0.758
C 2.562 1.234 0.478
O 2.128 0.109 0.625
C 1.685 2.321 -0.085
C 2.035 3.650 -0.249
C 1.084 4.498 -0.801
C -0.157 3.994 -1.181
C -0.401 2.647 -0.977
N 0.501 1.849 -0.430
C -1.652 1.865 -1.317
O -2.653 2.428 -1.944
O -1.716 0.691 -1.004
H 4.290 0.876 1.109
H 3.015 4.002 0.041
H 1.308 5.547 -0.941
H -0.894 4.657 -1.616
H -2.481 3.344 -2.199
C -1.840 -3.164 3.173
N -1.098 -2.237 2.304
P -0.962 -0.573 2.593
C 0.135 -0.376 4.013
C 0.187 0.844 4.691
C 1.054 1.006 5.759
C 1.871 -0.047 6.159
C 1.825 -1.258 5.485
C 0.962 -1.422 4.409
C -2.566 0.014 3.140
C -3.007 -0.243 4.442
C -4.256 0.191 4.851
C -5.071 0.893 3.970
C -4.641 1.159 2.678
C -3.391 0.720 2.264
P -0.406 -2.655 0.816
C 0.232 -4.317 0.904
C 1.493 -4.505 1.474
C 2.000 -5.786 1.612
C 1.255 -6.874 1.170
C 0.007 -6.689 0.591
C -0.511 -5.408 0.456
C -1.767 -2.630 -0.385
C -3.090 -2.399 -0.016
C -4.075 -2.290 -0.990
C -3.743 -2.411 -2.332
C -2.422 -2.634 -2.709
C -1.437 -2.737 -1.741
H -1.392 -3.200 4.166
H -1.803 -4.166 2.748
H -2.884 -2.863 3.266
H -0.464 1.663 4.405
H 1.087 1.948 6.290
H 2.537 0.076 7.002
H 2.456 -2.079 5.801
H 0.930 -2.370 3.883
H -2.368 -0.769 5.142
H -4.592 -0.012 5.859
H -6.044 1.235 4.299
H -5.279 1.704 1.995
H -3.068 0.908 1.247
H 2.079 -3.653 1.801
H 2.976 -5.939 2.051
H 1.655 -7.874 1.272
H -0.563 -7.540 0.244
H -1.483 -5.262 0.000
H -3.354 -2.297 1.029
H -5.104 -2.118 -0.701
H -4.513 -2.334 -3.087
H -2.166 -2.733 -3.755
H -0.409 -2.921 -2.041
*
```

Its expectation value of S² is 8.757. The calculation puts the relative energy (zero: lowest compared OMol25 entry of this formula, charge and spin) at 0.0 kcal/mol. Its energy is -3480.02343 a.u. The lowest unoccupied orbital energy (alpha / beta) comes out at -6.56 / -6.73 eV.


(4)
This record from the Open Molecules 2025 dataset describes a molecular structure, C32H29BF2IN4O5W at a distorted geometry. The level of theory is ωB97M-V/def2-TZVPD.

Structure (ORCA input):
```
! RIJCOSX wB97M-V def2-TZVPD def2/J DEFGRID3
* xyz -1 3
W -0.437 0.100 0.409
O -3.581 4.988 4.365
C -2.346 4.918 4.234
O -1.414 5.576 4.741
C -1.874 3.858 3.208
C -0.541 3.802 2.821
C -0.123 2.817 1.957
N -0.961 1.892 1.466
C -2.268 1.979 1.780
C -2.751 2.936 2.644
C -3.169 0.927 1.154
O -4.343 0.889 1.464
O -2.572 0.140 0.304
H 0.148 4.529 3.233
H 0.907 2.741 1.640
H -3.804 2.960 2.889
C 1.653 -0.960 -3.165
N 2.305 -0.158 -2.145
C 3.718 -0.461 -2.100
C 2.085 1.264 -2.329
C 0.631 1.668 -2.419
C 0.310 2.391 -3.570
C -0.945 2.936 -3.780
C -1.893 2.768 -2.786
C -1.581 2.035 -1.648
C -0.335 1.418 -1.413
H 2.103 -0.799 -4.161
H 0.594 -0.715 -3.216
H 1.751 -2.018 -2.905
H 4.196 -0.358 -3.089
H 3.865 -1.483 -1.744
H 4.230 0.221 -1.415
H 2.600 1.624 -3.237
H 2.554 1.789 -1.489
H 1.079 2.536 -4.323
H -1.167 3.484 -4.688
H -2.885 3.196 -2.887
H -2.372 1.940 -0.929
I -0.353 -0.358 3.746
C 1.469 0.021 2.810
C 2.625 0.042 3.572
C 3.836 0.250 2.941
C 3.837 0.412 1.568
C 2.642 0.380 0.883
N 1.449 0.199 1.483
H 2.557 -0.103 4.640
H 4.756 0.277 3.511
H 4.755 0.557 1.014
H 2.585 0.447 -0.192
F 1.864 -2.075 -0.355
B 0.640 -1.812 0.200
F 0.410 -2.734 1.220
C -3.506 -3.373 3.418
C -3.490 -2.372 2.276
O -2.182 -2.200 1.738
H -4.505 -3.439 3.857
H -2.802 -3.074 4.198
H -3.222 -4.371 3.068
H -3.809 -1.389 2.616
H -4.184 -2.676 1.487
H -1.822 -3.050 1.464
N -4.306 -5.858 -6.601
C -3.787 -5.248 -5.776
C -3.129 -4.486 -4.738
C -3.761 -3.382 -4.172
C -3.131 -2.654 -3.180
C -1.855 -3.019 -2.745
C -1.224 -4.128 -3.317
C -1.859 -4.857 -4.305
C -1.209 -2.252 -1.727
C -0.647 -1.573 -0.893
H -4.749 -3.102 -4.514
H -3.612 -1.794 -2.731
H -0.235 -4.405 -2.976
H -1.376 -5.719 -4.747
*
```

Its expectation value of S² is 2.027. The calculation puts the relative energy (zero: lowest compared OMol25 entry of this formula, charge and spin) at 87.7 kcal/mol. Its energy is -2421.51959 a.u. The lowest unoccupied orbital energy (alpha / beta) comes out at 1.56 / 1.16 eV.


(5)
This record from the Open Molecules 2025 dataset describes a molecular structure, C32H29BrCl6IN2NaO2S at a distorted geometry. The level of theory is ωB97M-V/def2-TZVPD.

Structure (ORCA input):
```
! RIJCOSX wB97M-V def2-TZVPD def2/J DEFGRID3
* xyz -2 1
Na -0.411 0.526 0.278
Cl -1.924 3.877 0.619
C -3.085 2.578 0.636
C -2.663 1.324 0.208
C -3.658 0.356 0.268
Cl -3.242 -1.268 -0.234
C -4.955 0.576 0.725
Cl -6.144 -0.696 0.756
C -5.308 1.847 1.163
Cl -6.899 2.155 1.772
C -4.362 2.868 1.109
Cl -4.807 4.461 1.638
C 3.589 0.530 -0.274
C 2.330 -0.094 0.308
O 1.601 0.623 0.999
C 2.021 -1.471 -0.018
C 2.937 -2.276 -0.722
C 2.630 -3.547 -1.134
C 1.345 -4.060 -0.861
C 0.432 -3.329 -0.160
C 0.714 -1.999 0.319
O -0.156 -1.357 0.964
H 3.597 1.587 -0.014
H 3.587 0.432 -1.360
H 4.488 0.055 0.125
H 3.924 -1.886 -0.943
H 3.355 -4.148 -1.669
H 1.080 -5.049 -1.223
H -0.557 -3.719 0.056
C -2.501 -3.962 3.908
C -1.904 -2.951 2.931
N -2.247 -1.587 3.285
C -1.357 -0.598 3.492
S -1.817 0.991 3.413
N -0.059 -0.995 3.794
C 0.203 -1.463 5.145
C 1.589 -2.083 5.233
H -2.294 -4.982 3.576
H -3.584 -3.836 3.970
H -2.088 -3.829 4.909
H -2.271 -3.147 1.921
H -0.817 -3.021 2.904
H -3.140 -1.248 2.958
H 0.582 -0.268 3.502
H -0.556 -2.203 5.408
H 0.117 -0.639 5.870
H 1.696 -2.869 4.485
H 1.755 -2.506 6.225
H 2.358 -1.330 5.047
Cl 2.389 -0.937 -8.353
C 1.417 -0.649 -6.919
C 1.733 -1.293 -5.732
C 0.963 -1.066 -4.608
C -0.147 -0.189 -4.622
C -0.865 0.130 -3.425
C -0.425 0.445 -5.855
C 0.339 0.221 -6.984
H 2.583 -1.963 -5.691
H 1.213 -1.571 -3.681
H -1.879 0.503 -3.545
H -0.785 -0.605 -2.626
H -1.260 1.135 -5.911
H 0.111 0.717 -7.920
Br 1.338 5.270 -3.905
C 1.611 5.068 -2.015
C 2.095 6.172 -1.326
C 2.344 6.059 0.032
C 2.119 4.849 0.673
C 1.618 3.771 -0.041
C 1.340 3.854 -1.406
I 0.278 2.107 -2.382
H 2.273 7.105 -1.846
H 2.717 6.913 0.585
H 2.324 4.745 1.733
H 1.432 2.834 0.466
*
```

The calculation puts the relative energy (zero: lowest compared OMol25 entry of this formula, charge and spin) at 16.8 kcal/mol. Its energy is -7690.22281 a.u. The lowest unoccupied orbital energy comes out at 3.56 eV.


(6)
This record from the Open Molecules 2025 dataset describes a molecular structure, C32H29CeClN8O8S at a distorted geometry. The level of theory is ωB97M-V/def2-TZVPD.

Structure (ORCA input):
```
! RIJCOSX wB97M-V def2-TZVPD def2/J DEFGRID3
* xyz 2 1
Ce -1.024 -0.315 0.336
C -2.136 0.167 3.659
C -1.857 -1.267 3.620
C -1.778 -2.000 4.970
C -0.817 -3.085 5.037
C -0.228 -3.556 3.933
C -0.407 -2.860 2.649
N -0.966 -1.721 2.537
C 0.236 -3.366 1.355
C 0.500 -4.690 1.018
C 1.051 -4.921 -0.289
C 1.476 -3.854 -1.066
C 1.197 -2.566 -0.613
N 0.559 -2.365 0.494
C 1.805 -1.370 -1.280
C 2.936 -1.455 -2.013
C 3.567 -0.216 -2.514
C 3.383 0.900 -1.858
C 2.370 1.032 -0.791
C 0.685 3.172 -0.336
N 1.445 -0.080 -0.799
H -2.880 0.444 4.388
H -2.418 0.643 2.729
H -1.236 0.646 4.081
H -2.183 -1.535 5.886
H -0.482 -3.534 5.955
H 0.543 -4.316 4.090
H 0.266 -5.532 1.653
H 1.100 -5.929 -0.669
H 2.001 -4.141 -1.976
H 3.427 -2.338 -2.471
H 4.256 -0.251 -3.306
H 3.920 1.806 -2.199
H 1.534 3.860 -0.233
H 0.543 2.803 0.684
H -0.210 3.638 -0.726
C 3.266 1.094 4.052
N 3.508 1.242 2.579
C 4.694 1.571 1.929
C 4.419 1.620 0.623
N 3.074 1.259 0.434
C 2.485 1.133 1.681
S 0.882 0.628 2.249
C 1.270 2.061 -1.279
C 1.667 2.703 -2.533
C 1.292 2.312 -3.736
C 0.431 1.142 -3.887
C 0.079 0.403 -2.839
N 0.357 0.798 -1.494
H 2.392 0.461 4.247
H 3.137 2.058 4.452
H 4.237 0.652 4.471
H 5.604 1.879 2.426
H 5.042 1.905 -0.187
H 2.370 3.524 -2.326
H 1.661 2.751 -4.663
H -0.010 0.851 -4.848
H -0.538 -0.494 -2.921
C -3.445 -1.099 -3.300
C -3.285 0.244 -2.666
N -2.771 0.552 -1.493
C -2.971 1.947 -1.417
C -3.498 2.459 -2.547
N -3.720 1.333 -3.331
C -3.717 3.815 -3.086
O -3.488 4.832 -2.247
O -3.916 3.932 -4.247
C -2.454 2.547 -0.167
O -2.468 3.751 0.049
O -1.934 1.619 0.689
H -3.605 -0.977 -4.364
H -4.311 -1.590 -2.813
H -2.602 -1.685 -3.044
H -4.243 1.401 -4.196
H -3.172 4.588 -1.336
O -3.776 -3.485 0.613
Cl -3.643 -2.153 0.035
O -2.869 -2.169 4.043
O -3.377 -1.106 1.176
O -2.228 -2.157 -0.717
*
```

The calculation puts the relative energy (zero: lowest compared OMol25 entry of this formula, charge and spin) at 114.8 kcal/mol. Its energy is -3609.58412 a.u. The lowest unoccupied orbital energy comes out at -7.63 eV.